[1]
Below is a cluster of 9 separate species, C19H59O9PS8 in total, with properties calculated with wB97M-V/def2-TZVPD.

Each atom is followed by the atoms it is bonded to, with distances in Å.
Positions of all 96 atoms, in Å:
1 S -5.502 -2.172 1.279  O10 1.487, C22 1.798, C37 1.798
2 S 4.211 3.848 6.200  O16 1.487, C32 1.799, C36 1.798
3 S 5.082 -6.324 -2.009  O15 1.490, C19 1.797, C28 1.797
4 S -3.503 0.201 -3.229  O18 1.492, C20 1.793, C21 1.795
5 S -2.854 7.541 -3.272  O17 1.488, C23 1.798, C34 1.798
6 S 1.818 -1.720 -1.861  O13 1.491, C30 1.797, C33 1.792
7 S 0.094 2.979 -1.047  O12 1.498, C24 1.791, C26 1.790
8 S -4.018 -5.493 -1.867  O14 1.487, C25 1.798, C31 1.799
9 P 0.793 1.846 2.892  C27 1.916, H48 1.431, H62 1.477, H92 1.426, H95 1.421
10 O -5.206 -3.599 1.573  S1 1.487
11 O 3.371 2.657 2.074  C27 1.414, C29 1.424
12 O -0.282 1.775 -0.239  S7 1.498
13 O 1.422 -0.535 -2.674  S6 1.491
14 O -4.472 -4.328 -2.674  S8 1.487
15 O 3.874 -5.460 -2.135  S3 1.490
16 O 4.405 2.397 6.458  S2 1.487
17 O -1.614 6.864 -2.806  S5 1.488
18 O -4.739 1.035 -3.251  S4 1.492
19 C 4.615 -7.958 -2.593  S3 1.797, H38 1.088, H49 1.090, H83 1.090
20 C -3.953 -1.433 -3.816  S4 1.793, H52 1.089, H79 1.088, H81 1.089
21 C -3.202 -0.289 -1.529  S4 1.795, H75 1.089, H85 1.090, H96 1.090
22 C -4.425 -1.182 2.326  S1 1.798, H60 1.090, H66 1.088, H84 1.090
23 C -3.759 6.351 -4.271  S5 1.798, H41 1.090, H46 1.088, H73 1.090
24 C 0.961 2.385 -2.497  S7 1.791, H72 1.091, H74 1.087, H77 1.085
25 C -2.301 -5.187 -1.433  S8 1.798, H58 1.088, H68 1.090, H69 1.091
26 C -1.391 3.494 -1.902  S7 1.790, H45 1.090, H54 1.088, H89 1.089
27 C 2.244 3.095 2.807  P9 1.916, O11 1.414, H40 1.100, H70 1.092
28 C 5.222 -6.773 -0.275  S3 1.797, H42 1.090, H43 1.090, H94 1.088
29 C 4.182 1.714 2.768  O11 1.424, C35 1.527, H53 1.091, H87 1.087
30 C 3.536 -1.479 -1.392  S6 1.797, H56 1.090, H71 1.089, H80 1.090
31 C -3.682 -6.826 -3.028  S8 1.799, H55 1.090, H59 1.090, H64 1.088
32 C 5.295 4.733 7.330  S2 1.799, H44 1.090, H47 1.090, H50 1.088
33 C 2.131 -3.075 -2.991  S6 1.792, H51 1.090, H57 1.090, H86 1.089
34 C -4.007 7.534 -1.893  S5 1.798, H63 1.090, H67 1.090, H91 1.088
35 C 5.651 2.126 2.720  C29 1.527, H65 1.083, H78 1.085, H93 1.081
36 C 2.675 4.328 7.001  S2 1.798, H39 1.088, H61 1.090, H88 1.090
37 C -7.027 -1.759 2.136  S1 1.798, H76 1.088, H82 1.090, H90 1.090
38 H 4.433 -7.891 -3.663  C19 1.088
39 H 1.858 3.839 6.474  C36 1.088
40 H 2.517 3.474 3.803  C27 1.100
41 H -3.876 5.419 -3.717  C23 1.090
42 H 4.273 -7.179 0.075  C28 1.090
43 H 6.020 -7.506 -0.157  C28 1.090
44 H 5.129 4.379 8.347  C32 1.090
45 H -1.163 4.296 -2.605  C26 1.090
46 H -3.185 6.170 -5.178  C23 1.088
47 H 5.096 5.802 7.258  C32 1.090
48 H 0.176 2.636 3.912  P9 1.431
49 H 5.431 -8.654 -2.403  C19 1.090
50 H 6.322 4.531 7.033  C32 1.088
51 H 2.824 -2.752 -3.768  C33 1.090
52 H -3.107 -2.106 -3.688  C20 1.089
53 H 4.071 0.747 2.275  C29 1.091
54 H -2.103 3.858 -1.164  C26 1.088
55 H -3.227 -7.661 -2.495  C31 1.090
56 H 4.129 -1.262 -2.280  C30 1.090
57 H 2.548 -3.916 -2.438  C33 1.090
58 H -2.278 -4.348 -0.740  C25 1.088
59 H -3.020 -6.468 -3.816  C31 1.090
60 H -4.695 -0.130 2.229  C22 1.090
61 H 2.557 5.409 6.937  C36 1.090
62 H -0.328 0.886 2.941  P9 1.477
63 H -4.106 6.521 -1.504  C34 1.090
64 H -4.630 -7.140 -3.458  C31 1.088
65 H 5.727 3.090 2.231  C35 1.083
66 H -3.401 -1.327 1.988  C22 1.088
67 H -4.974 7.910 -2.228  C34 1.090
68 H -1.888 -6.072 -0.948  C25 1.090
69 H -1.733 -4.942 -2.331  C25 1.091
70 H 1.846 3.961 2.275  C27 1.092
71 H 3.581 -0.638 -0.702  C30 1.089
72 H 1.143 3.223 -3.171  C24 1.091
73 H -4.733 6.764 -4.532  C23 1.090
74 H 0.373 1.613 -2.988  C24 1.087
75 H -2.939 0.602 -0.960  C21 1.089
76 H -7.836 -2.311 1.663  C37 1.088
77 H 1.906 1.963 -2.171  C24 1.085
78 H 6.035 2.242 3.728  C35 1.085
79 H -4.205 -1.361 -4.873  C20 1.088
80 H 3.901 -2.381 -0.900  C30 1.090
81 H -4.811 -1.802 -3.257  C20 1.089
82 H -6.946 -2.047 3.184  C37 1.090
83 H 3.708 -8.282 -2.083  C19 1.090
84 H -4.521 -1.508 3.361  C22 1.090
85 H -2.367 -0.990 -1.502  C21 1.090
86 H 1.183 -3.363 -3.443  C33 1.089
87 H 3.868 1.578 3.799  C29 1.087
88 H 2.689 4.004 8.042  C36 1.090
89 H -1.809 2.635 -2.425  C26 1.089
90 H -7.213 -0.689 2.047  C37 1.090
91 H -3.608 8.188 -1.120  C34 1.088
92 H 1.646 0.787 3.322  P9 1.426
93 H 6.245 1.393 2.192  C35 1.081
94 H 5.467 -5.874 0.285  C28 1.088
95 H 0.449 2.113 1.539  P9 1.421
96 H -4.096 -0.749 -1.110  C21 1.090

Calculated values
Kohn-Sham gap, hartree: 0.272
HOMO energy, eV: -6.97
Total charge: 0

Population analysis type Löwdin, resulting atomic charges in e:
1 S 0.79
2 S 0.77
3 S 0.83
4 S 0.78
5 S 0.80
6 S 0.81
7 S 0.82
8 S 0.81
9 P 0.70
10 O -0.56
11 O -0.22
12 O -0.60
13 O -0.56
14 O -0.55
15 O -0.57
16 O -0.55
17 O -0.56
18 O -0.57
19 C -0.27
20 C -0.28
21 C -0.26
22 C -0.27
23 C -0.27
24 C -0.27
25 C -0.26
26 C -0.26
27 C -0.44
28 C -0.27
29 C -0.30
30 C -0.26
31 C -0.27
32 C -0.27
33 C -0.27
34 C -0.27
35 C -0.06
36 C -0.27
37 C -0.27
38 H 0.05
39 H 0.04
40 H 0.04
41 H 0.06
42 H 0.06
43 H 0.05
44 H 0.06
45 H 0.04
46 H 0.05
47 H 0.05
48 H -0.03
49 H 0.05
50 H 0.05
51 H 0.06
52 H 0.04
53 H 0.10
54 H 0.05
55 H 0.05
56 H 0.06
57 H 0.01
58 H 0.05
59 H 0.06
60 H 0.06
61 H 0.06
62 H -0.11
63 H 0.06
64 H 0.05
65 H 0.08
66 H 0.05
67 H 0.05
68 H 0.05
69 H 0.05
70 H 0.07
71 H 0.04
72 H 0.06
73 H 0.05
74 H 0.04
75 H 0.04
76 H 0.05
77 H 0.04
78 H 0.06
79 H 0.05
80 H 0.05
81 H 0.05
82 H 0.06
83 H 0.06
84 H 0.06
85 H 0.06
86 H 0.05
87 H 0.09
88 H 0.06
89 H 0.03
90 H 0.05
91 H 0.05
92 H -0.02
93 H 0.06
94 H 0.05
95 H -0.06
96 H 0.03

[2]
Below is a cluster of 11 separate species, C19H60O19 in total, with properties calculated with wB97M-V/def2-TZVPD.

Each atom is followed by the atoms it is bonded to, with distances in Å.
Positions of all 98 atoms, in Å:
1 O 0.000 -0.379 -1.738  C20 1.438, H72 0.951
2 O -0.049 -2.449 -5.880  C23 1.479, H80 0.933
3 O -3.102 1.979 1.346  C27 1.420, H88 0.993
4 O -2.228 -0.279 -5.618  C26 1.421, H93 0.909
5 O -1.540 2.290 3.940  C28 1.504, H84 0.957
6 O -2.596 4.435 0.482  C31 1.466, H76 0.956
7 O 1.562 -2.560 0.603  C36 1.425, H70 0.955
8 O 0.053 -0.265 4.254  C30 1.387, H57 0.970
9 O 3.920 -1.485 -0.066  C24 1.472, H87 0.942
10 O 0.803 -5.194 0.884  C38 1.444, H49 0.986
11 O -1.465 0.079 1.640  C37 1.423, H42 0.955
12 O -3.379 -4.649 3.043  C33 1.412, H75 0.960
13 O -1.446 4.782 3.271  C22 1.385, H79 0.961
14 O 1.979 -2.380 -2.514  C25 1.427, H52 0.942
15 O 2.768 -2.262 -5.709  C29 1.436, H82 0.969
16 O 1.228 1.949 -2.527  C34 1.398, H81 0.956
17 O 2.376 0.023 -4.241  C35 1.400, H86 0.953
18 O -3.617 -1.857 2.284  C32 1.400, H63 0.951
19 O 1.311 5.971 2.853  C21 1.418, H78 0.985
20 C -0.113 0.042 -0.368  O1 1.438, C37 1.477, H69 1.108, H96 1.108
21 C 0.678 5.740 4.101  O19 1.418, C22 1.538, H46 1.140, H55 1.061
22 C -0.854 5.638 4.186  O13 1.385, C21 1.538, H56 1.068, H90 1.122
23 C -0.721 -1.889 -4.687  O2 1.479, C26 1.467, H54 1.120, H59 1.077
24 C 4.813 -1.009 -1.135  O9 1.472, H60 1.062, H74 1.119, H83 1.108
25 C 2.188 -3.401 -3.488  O14 1.427, C29 1.564, H91 1.036, H98 1.075
26 C -1.065 -0.470 -4.824  O4 1.421, C23 1.467, H43 1.119, H53 1.097
27 C -3.954 1.539 0.298  O3 1.420, H45 1.083, H61 1.077, H67 1.131
28 C -0.579 1.991 5.057  O5 1.504, C30 1.533, H58 1.060, H68 1.049
29 C 3.216 -3.094 -4.627  O15 1.436, C25 1.564, H41 1.139, H77 1.163
30 C -0.370 0.497 5.333  O8 1.387, C28 1.533, H85 1.109, H89 1.105
31 C -1.647 4.560 -0.628  O6 1.466, H44 1.073, H50 1.137, H73 1.072
32 C -3.846 -2.295 3.594  O18 1.400, C33 1.533, H51 1.081, H94 1.088
33 C -3.028 -3.562 3.872  O12 1.412, C32 1.533, H65 1.083, H71 1.039
34 C 2.332 2.172 -3.355  O16 1.398, C35 1.487, H66 1.068, H97 1.101
35 C 2.288 1.372 -4.608  O17 1.400, C34 1.487, H92 1.055, H95 1.099
36 C 2.327 -3.457 1.403  O7 1.425, C38 1.517, H47 1.084, H64 1.063
37 C -1.234 -0.554 0.387  O11 1.423, C20 1.477, H40 1.108, H48 1.078
38 C 1.328 -4.434 1.993  O10 1.444, C36 1.517, H39 1.107, H62 1.113
39 H 0.590 -3.863 2.589  C38 1.107
40 H -1.040 -1.633 0.546  C37 1.108
41 H 3.478 -4.101 -5.088  C29 1.139
42 H -1.858 0.936 1.494  O11 0.955
43 H -0.182 0.097 -5.213  C26 1.119
44 H -1.478 5.588 -0.883  C31 1.073
45 H -3.429 1.655 -0.642  C27 1.083
46 H 0.829 6.644 4.779  C21 1.140
47 H 2.705 -2.923 2.267  C36 1.084
48 H -2.115 -0.497 -0.231  C37 1.078
49 H 0.612 -6.123 1.155  O10 0.986
50 H -2.208 4.206 -1.552  C31 1.137
51 H -3.639 -1.473 4.265  C32 1.081
52 H 2.173 -1.620 -3.036  O14 0.942
53 H -1.251 -0.183 -3.782  C26 1.097
54 H -1.720 -2.390 -4.619  C23 1.120
55 H 1.222 4.923 4.505  C21 1.061
56 H -1.238 5.508 5.174  C22 1.068
57 H -0.536 -0.112 3.498  O8 0.970
58 H 0.308 2.515 4.805  C28 1.060
59 H -0.073 -2.191 -3.882  C23 1.077
60 H 4.252 -0.554 -1.914  C24 1.062
61 H -4.880 2.083 0.228  C27 1.077
62 H 1.798 -5.154 2.701  C38 1.113
63 H -2.740 -1.496 2.211  O18 0.951
64 H 3.161 -3.888 0.905  C36 1.063
65 H -3.272 -3.969 4.845  C33 1.083
66 H 3.229 1.995 -2.802  C34 1.068
67 H -4.178 0.435 0.397  C27 1.131
68 H -1.048 2.376 5.913  C28 1.049
69 H 0.862 -0.043 0.152  C20 1.108
70 H 2.212 -2.291 -0.043  O7 0.955
71 H -2.003 -3.394 3.841  C33 1.039
72 H 0.479 -1.200 -1.739  O1 0.951
73 H -0.727 4.009 -0.627  C31 1.072
74 H 5.583 -0.301 -0.736  C24 1.119
75 H -3.510 -4.259 2.176  O12 0.960
76 H -2.274 4.842 1.285  O6 0.956
77 H 4.233 -2.596 -4.360  C29 1.163
78 H 0.982 5.256 2.262  O19 0.985
79 H -1.706 3.908 3.571  O13 0.961
80 H -0.730 -2.736 -6.448  O2 0.933
81 H 1.175 1.001 -2.413  O16 0.956
82 H 1.830 -2.434 -5.883  O15 0.969
83 H 5.276 -1.918 -1.567  C24 1.108
84 H -1.522 1.587 3.291  O5 0.957
85 H 0.313 0.429 6.203  C30 1.109
86 H 2.498 -0.590 -4.960  O17 0.953
87 H 3.725 -0.791 0.541  O9 0.942
88 H -3.004 2.968 1.319  O3 0.993
89 H -1.394 0.316 5.707  C30 1.105
90 H -1.085 6.702 3.913  C22 1.122
91 H 1.291 -3.653 -3.941  C25 1.036
92 H 1.446 1.635 -5.187  C35 1.055
93 H -2.662 0.426 -5.242  O4 0.909
94 H -4.881 -2.628 3.648  C32 1.088
95 H 3.128 1.692 -5.241  C35 1.099
96 H -0.373 1.116 -0.453  C20 1.108
97 H 2.441 3.244 -3.582  C34 1.101
98 H 2.591 -4.225 -2.929  C25 1.075

Calculated values
Kohn-Sham gap, hartree: 0.370
HOMO energy, eV: -9.58
SMILES string: OCCO.OCCO.OCCO.OCCO.OCCO.OCCO.OCCO.OCCO.CO.CO.CO
Total charge: 0

Population analysis type Löwdin, resulting atomic charges in e:
1 O -0.07
2 O -0.07
3 O -0.16
4 O -0.02
5 O -0.09
6 O -0.13
7 O -0.08
8 O -0.03
9 O -0.14
10 O -0.09
11 O -0.10
12 O -0.06
13 O -0.08
14 O -0.07
15 O -0.11
16 O -0.05
17 O -0.06
18 O -0.06
19 O -0.07
20 C -0.21
21 C -0.26
22 C -0.25
23 C -0.18
24 C -0.08
25 C -0.19
26 C -0.24
27 C -0.12
28 C -0.14
29 C -0.19
30 C -0.26
31 C -0.09
32 C -0.23
33 C -0.25
34 C -0.26
35 C -0.24
36 C -0.25
37 C -0.23
38 C -0.23
39 H 0.11
40 H 0.14
41 H 0.13
42 H 0.01
43 H 0.12
44 H 0.07
45 H 0.07
46 H 0.14
47 H 0.11
48 H 0.11
49 H 0.10
50 H 0.10
51 H 0.11
52 H 0.03
53 H 0.12
54 H 0.15
55 H 0.09
56 H 0.11
57 H 0.05
58 H 0.10
59 H 0.09
60 H 0.04
61 H 0.08
62 H 0.12
63 H 0.04
64 H 0.11
65 H 0.12
66 H 0.10
67 H 0.10
68 H 0.10
69 H 0.13
70 H 0.02
71 H 0.08
72 H 0.05
73 H 0.06
74 H 0.09
75 H 0.07
76 H 0.05
77 H 0.15
78 H 0.10
79 H 0.03
80 H 0.07
81 H 0.03
82 H 0.05
83 H 0.09
84 H 0.05
85 H 0.14
86 H 0.05
87 H 0.07
88 H 0.07
89 H 0.12
90 H 0.13
91 H 0.08
92 H 0.10
93 H 0.04
94 H 0.12
95 H 0.13
96 H 0.13
97 H 0.13
98 H 0.12